The following is a quantum chemistry calculation of a cluster of 11 separate species, C4H29NO13 in total at a distorted geometry, from the OMol25 dataset.

Highest occupied orbital energy = -10.3 eV
Orbital gap = 10.6 eV
Energy above the lowest of the compared OMol25 structures with the same formula, charge and spin = 0.0 kcal per mole
LUMO = 0.34 eV
Structure (SMILES) = C[C@@H](O)CNC(=O)O.O.O.O.O.O.O.O.O.O.O
Energy = -1202.8002 hartree

```
! wB97M-V def2-TZVPD RIJCOSX def2/J DEFGRID3
* xyz 0 1
C -0.35455 1.91203 2.40691
C -0.44191 0.96354 1.24137
O 0.17919 -0.29867 1.51845
C -1.91728 0.66949 0.83851
N -2.08745 -0.64246 0.24234
C -1.31628 -1.00591 -0.80457
O -0.77869 -0.19329 -1.56627
O -1.22904 -2.30272 -0.95965
H -0.85730 2.85960 2.18991
H 0.68938 2.14629 2.62897
H -0.81981 1.54080 3.31708
H 0.05797 1.34585 0.34892
H 0.65017 -0.27921 2.40637
H -2.55108 0.73827 1.72739
H -2.26942 1.45596 0.16982
H -2.36190 -1.38949 0.86097
H -0.37277 -2.58208 -1.47273
O -0.95026 -2.55077 2.66421
H -0.40027 -3.31913 2.47671
H -0.58894 -1.82930 2.11053
O 1.85710 -0.40034 -2.28555
H 0.89840 -0.30973 -2.12121
H 2.14442 0.46955 -2.60449
O 1.02387 -2.92578 -1.83366
H 1.46665 -2.56981 -1.03546
H 1.34872 -2.31042 -2.51202
O 1.15276 -1.01153 3.83827
H 1.71299 -1.71425 3.43274
H 0.32913 -1.47423 4.04787
O 2.14250 -3.03722 2.31501
H 3.01174 -3.43186 2.43463
H 2.17922 -2.58597 1.44439
O 2.09445 2.16509 -3.00630
H 1.16134 2.35031 -2.76966
H 2.63325 2.76125 -2.47792
O -1.80014 3.70882 -0.09254
H -1.29942 3.25369 -0.79861
H -2.19993 4.46037 -0.53978
O -0.41125 2.37743 -2.05847
H -1.03680 2.30119 -2.81128
H -0.46012 1.49259 -1.65966
O 2.24262 -1.38415 0.16937
H 1.48678 -0.90683 0.58909
H 2.40686 -0.93199 -0.68550
O -2.23693 1.16958 -3.70517
H -1.99329 0.79069 -4.55537
H -2.13464 0.45475 -3.06396
*
```